Record 1
104
Properties=species:S:1:pos:R:3 method="wB97M-V/def2-TZVPD" total_charge=+1 multiplicity=2 total_energy_ha=-15707.36921 lumo_energy_ev="-3.240 / -5.260"
Cu 13.822 20.721 -21.727
C 27.529 19.411 -14.427
C 27.160 20.379 -15.563
C 25.693 20.289 -16.073
C 24.600 20.710 -15.070
P 22.791 20.389 -15.561
C 21.556 21.268 -14.443
C 21.389 22.754 -14.612
C 20.267 23.310 -13.717
C 20.169 24.845 -13.903
C 22.462 20.901 -17.339
C 20.987 20.559 -17.788
C 20.668 21.110 -19.235
C 20.807 22.664 -19.306
C 22.530 18.546 -15.486
C 22.931 17.704 -16.816
C 22.566 16.201 -16.843
C 23.421 15.352 -15.849
H 28.601 19.427 -14.225
H 27.321 18.363 -14.643
H 27.146 19.784 -13.477
H 27.930 20.278 -16.328
H 27.351 21.379 -15.176
H 25.458 19.269 -16.377
H 25.651 20.958 -16.933
H 24.568 21.778 -14.857
H 24.686 20.116 -14.159
H 21.862 20.979 -13.437
H 20.609 20.788 -14.689
H 21.274 22.967 -15.675
H 22.318 23.268 -14.364
H 20.470 23.056 -12.677
H 19.292 22.904 -13.986
H 20.952 25.438 -13.432
H 19.204 25.277 -13.639
H 20.203 25.054 -14.972
H 23.109 20.381 -18.045
H 22.682 21.965 -17.432
H 20.212 21.033 -17.185
H 20.749 19.506 -17.637
H 19.702 20.760 -19.597
H 21.358 20.565 -19.879
H 19.956 23.064 -19.857
H 21.737 23.091 -19.681
H 20.590 23.027 -18.301
H 21.462 18.530 -15.269
H 23.040 18.088 -14.639
H 23.983 17.741 -17.102
H 22.286 18.065 -17.617
H 22.775 15.883 -17.864
H 21.476 16.177 -16.833
H 24.481 15.526 -16.034
H 23.317 14.288 -16.064
H 23.147 15.483 -14.803
O 14.244 18.995 -20.370
C 15.544 19.302 -19.786
C 16.534 20.357 -20.490
O 15.924 21.374 -21.304
H 16.060 18.370 -19.555
H 15.369 19.606 -18.754
H 17.118 19.855 -21.262
H 17.216 20.696 -19.711
O 19.585 20.154 -27.455
C 19.257 19.326 -26.596
O 18.156 19.520 -25.860
C 17.925 18.616 -24.815
C 19.218 17.921 -24.757
C 19.863 18.032 -26.101
H 17.065 17.989 -25.048
H 17.867 19.077 -23.829
H 19.095 16.888 -24.429
H 19.931 18.316 -24.034
H 19.746 17.199 -26.794
H 20.951 18.019 -26.165
C 16.188 22.660 -17.645
Cl 17.840 22.955 -17.146
Cl 14.968 23.574 -16.802
H 16.221 22.830 -18.722
H 15.892 21.630 -17.449
C 14.894 16.543 -22.157
Cl 13.696 15.357 -21.872
Cl 16.078 16.006 -23.327
H 14.363 17.367 -22.633
H 15.448 16.810 -21.257
C 16.984 18.304 -15.932
Cl 18.290 19.590 -15.805
Cl 17.793 16.768 -16.435
H 16.337 18.200 -15.061
H 16.269 18.540 -16.720
C 18.415 23.090 -22.401
Cl 19.432 22.653 -23.803
Cl 18.542 24.874 -22.110
H 17.379 22.919 -22.694
H 18.637 22.493 -21.516
C 13.874 16.428 -18.262
Cl 14.458 15.734 -16.711
Cl 12.285 15.761 -18.624
H 13.762 17.498 -18.089
H 14.572 16.351 -19.096
C 18.562 16.372 -20.920
Br 19.940 17.518 -20.034
Br 17.600 15.112 -19.718
Br 19.398 15.168 -22.281
H 17.841 17.001 -21.442

Record 2
95
Properties=species:S:1:pos:R:3 method="wB97M-V/def2-TZVPD" total_charge=+1 relative_energy_ev=0.000 total_energy_ha=-1906.29993 lumo_energy_ev=-7.620
In 1.112 5.401 -1.183
C -0.375 2.374 -1.176
O -1.113 3.340 -0.985
O -0.922 1.548 -1.872
O 0.801 2.431 -0.924
C 0.699 0.616 2.227
C 1.846 1.424 2.889
C 2.363 0.689 4.079
C 3.038 -0.674 3.767
C 4.303 -0.457 2.900
C 3.997 0.462 1.674
N 3.073 1.561 2.062
O 2.903 2.462 1.050
C 5.346 1.150 1.275
C 3.422 -0.397 0.567
C 1.389 2.748 3.446
H 0.884 -0.451 2.097
H 0.454 1.052 1.258
H -0.219 0.728 2.804
H 3.168 1.235 4.572
H 1.525 0.439 4.729
H 2.480 -1.430 3.215
H 3.426 -1.098 4.693
H 4.597 -1.428 2.502
H 5.193 -0.175 3.463
H 5.656 1.911 1.990
H 6.064 0.330 1.258
H 5.388 1.749 0.365
H 4.283 -0.727 -0.014
H 2.879 -1.269 0.933
H 2.763 0.157 -0.101
H 2.223 3.186 3.995
H 0.494 2.531 4.029
H 1.203 3.379 2.577
H 2.220 2.090 0.488
C -4.864 3.007 1.122
C -4.126 1.799 1.595
C -5.085 1.215 2.686
C -4.816 -0.223 3.064
C -4.788 -1.051 1.754
C -3.822 -0.631 0.591
N -4.077 0.816 0.475
O -3.603 1.401 -0.699
C -2.373 -0.864 0.941
C -4.251 -1.434 -0.696
C -2.731 2.120 2.210
H -5.762 2.772 0.551
H -5.302 3.650 1.886
H -4.316 3.594 0.385
H -4.859 1.663 3.654
H -6.148 1.274 2.451
H -3.939 -0.269 3.711
H -5.637 -0.618 3.662
H -5.773 -1.026 1.287
H -4.444 -2.061 1.978
H -1.674 -0.171 0.474
H -2.164 -1.902 0.683
H -2.262 -0.694 2.012
H -3.454 -1.525 -1.434
H -5.139 -1.096 -1.229
H -4.552 -2.464 -0.504
H -1.995 2.109 1.406
H -2.755 3.063 2.756
H -2.430 1.371 2.943
H -2.665 1.480 -0.514
C -1.044 -3.450 -2.947
C 0.296 -2.652 -2.830
C 1.468 -3.600 -3.239
C 2.838 -2.848 -3.388
C 2.724 -1.763 -4.548
C 1.555 -0.807 -4.275
N 0.291 -1.514 -3.805
O -0.784 -0.688 -3.618
C 2.012 0.328 -3.337
C 1.236 -0.068 -5.629
C 0.541 -2.111 -1.378
H -1.877 -2.754 -2.844
H -1.178 -4.281 -2.255
H -1.159 -3.928 -3.920
H 1.604 -4.341 -2.452
H 1.231 -4.176 -4.133
H 3.690 -3.467 -3.670
H 3.082 -2.391 -2.429
H 2.443 -2.439 -5.355
H 3.703 -1.289 -4.616
H 1.865 0.088 -2.284
H 3.057 0.598 -3.489
H 1.354 1.197 -3.317
H 0.424 -0.506 -6.209
H 0.742 0.876 -5.397
H 2.010 -0.064 -6.396
H -0.252 -1.365 -1.322
H 1.541 -1.687 -1.290
H 0.500 -2.925 -0.655
H -0.677 -0.164 -2.821

Record 3
118
Properties=species:S:1:pos:R:3 method="wB97M-V/def2-TZVPD" total_charge=+3 total_energy_ha=-3558.51211 lumo_energy_ev=-8.344
C 3.926 -3.349 -1.758
C 4.052 -3.484 -3.239
O 5.056 -3.380 -3.824
N 2.809 -3.732 -4.081
H 2.060 -3.159 -3.657
H 3.065 -3.248 -4.960
C 2.493 -5.198 -4.192
H 4.679 -2.755 -1.252
H 3.837 -4.361 -1.363
H 3.027 -2.763 -1.540
H 3.254 -5.698 -4.779
H 1.481 -5.293 -4.563
H 2.495 -5.638 -3.197
C 0.076 3.389 -3.655
C 0.734 4.063 -4.801
O 0.541 5.137 -5.173
N 1.595 3.184 -5.642
H 1.708 2.183 -5.304
H 1.082 3.051 -6.529
C 2.960 3.715 -5.800
H -0.703 2.703 -4.022
H -0.442 4.108 -3.033
H 0.752 2.709 -3.133
H 3.502 3.088 -6.509
H 3.496 3.684 -4.861
H 2.985 4.699 -6.260
C 0.994 0.090 -0.415
C -0.434 0.121 -0.875
O -0.931 1.067 -1.349
N -1.117 -1.198 -0.846
H -0.562 -1.969 -1.251
H -1.247 -1.437 0.172
C -2.444 -1.192 -1.525
H 1.420 1.077 -0.325
H 1.494 -0.516 -1.182
H 1.010 -0.446 0.539
H -3.022 -2.088 -1.306
H -2.336 -1.125 -2.600
H -3.068 -0.391 -1.159
C -7.089 -1.010 -3.207
C -6.599 -1.131 -1.802
O -5.718 -1.766 -1.391
N -7.457 -0.330 -0.803
H -8.220 0.080 -1.351
H -7.861 -0.993 -0.130
C -6.682 0.762 -0.124
H -6.410 -1.629 -3.786
H -6.981 0.047 -3.461
H -8.101 -1.373 -3.379
H -6.389 1.500 -0.864
H -5.826 0.258 0.315
H -7.358 1.194 0.606
C 3.915 3.211 6.735
N 2.855 3.241 5.691
C 3.104 2.740 4.468
C 2.102 2.651 3.521
C 0.889 3.249 3.808
C 0.615 3.681 5.107
C 1.652 3.726 6.017
C -0.221 3.217 2.815
C -0.026 3.760 1.552
C -1.048 3.691 0.633
N -2.201 3.120 0.954
C -2.409 2.580 2.158
C -1.448 2.668 3.136
C -3.324 3.091 -0.012
H 4.357 4.204 6.825
H 4.593 2.403 6.496
H 3.516 3.034 7.734
H 4.107 2.365 4.317
H 2.377 2.262 2.551
H -0.309 4.175 5.371
H 1.453 3.931 7.060
H 0.884 4.277 1.280
H -0.948 4.114 -0.355
H -3.391 2.175 2.322
H -1.671 2.275 4.118
H -4.152 3.641 0.430
H -3.632 2.052 -0.113
H -3.006 3.457 -0.980
C 1.569 -3.611 2.517
C 2.790 -3.257 3.322
C 2.426 -2.387 4.497
O 3.480 -2.323 5.403
C 3.020 -2.105 6.731
N 3.444 -4.553 3.803
H 4.067 -4.434 4.615
H 2.799 -5.351 3.896
H 4.042 -4.879 3.026
H 1.747 -4.301 1.686
H 1.123 -2.701 2.126
H 0.871 -4.191 3.128
H 3.600 -2.789 2.764
H 1.460 -2.699 4.913
H 2.186 -1.393 4.089
H 3.826 -1.712 7.343
H 2.605 -3.012 7.178
H 2.211 -1.360 6.764
B 2.991 0.064 -4.371
F 4.020 1.014 -4.523
F 1.728 0.735 -4.602
F 3.125 -0.998 -5.284
F 3.033 -0.475 -3.053
B -4.282 2.227 -3.113
F -4.986 1.668 -4.185
F -4.050 1.178 -2.147
F -3.040 2.775 -3.477
F -5.065 3.246 -2.495
B -2.042 -0.871 2.306
F -0.662 -0.385 2.232
F -2.846 0.039 1.558
F -2.025 -2.111 1.636
F -2.434 -0.891 3.625
B 0.210 -4.092 -1.401
F 0.807 -5.356 -1.404
F -1.070 -4.133 -0.808
F 0.978 -3.215 -0.584
F 0.122 -3.608 -2.720

Record 4
102
Properties=species:S:1:pos:R:3 method="wB97M-V/def2-TZVPD" total_charge=+1 total_energy_ha=-2214.04041 lumo_energy_ev=-3.205
N -0.532 0.110 4.091
B -0.537 0.235 2.652
O -1.613 0.817 2.004
C 0.674 -0.316 1.760
C 0.614 -1.879 1.823
C 0.278 -2.293 0.457
N 0.160 -1.316 -0.344
C 0.536 -0.017 0.246
H -0.174 0.927 4.576
H 0.028 -0.672 4.419
H -2.346 0.209 1.852
H 1.629 0.062 2.120
H -0.294 -2.163 2.386
H 1.400 -2.441 2.327
H 0.103 -3.313 0.139
H -0.131 -1.428 -1.309
H -0.123 0.795 -0.044
H 1.521 0.205 -0.175
O -2.380 -2.874 -1.242
C -2.125 -3.823 -1.946
O -0.817 -4.072 -2.175
C -0.367 -5.245 -2.895
C -0.402 -5.049 -4.393
C -3.188 -4.655 -2.601
H -0.936 -6.117 -2.575
H 0.654 -5.390 -2.548
H -1.411 -4.875 -4.761
H 0.000 -5.934 -4.888
H 0.193 -4.183 -4.680
H -3.508 -4.136 -3.506
H -4.032 -4.721 -1.920
H -2.873 -5.659 -2.868
O -1.937 -2.382 -5.248
C -2.502 -1.486 -4.677
O -3.790 -1.254 -4.950
C -4.590 -0.314 -4.213
C -4.421 1.102 -4.718
C -1.763 -0.612 -3.689
H -4.388 -0.402 -3.144
H -5.611 -0.653 -4.372
H -3.399 1.460 -4.590
H -5.088 1.773 -4.178
H -4.661 1.152 -5.780
H -1.217 0.168 -4.218
H -1.055 -1.270 -3.187
H -2.396 -0.148 -2.937
O 3.143 -1.102 4.161
C 4.206 -0.764 3.701
O 5.146 -1.701 3.533
C 6.406 -1.446 2.885
C 7.428 -0.860 3.833
C 4.516 0.681 3.388
H 6.258 -0.828 1.999
H 6.727 -2.426 2.539
H 7.121 0.115 4.212
H 8.384 -0.741 3.322
H 7.569 -1.521 4.687
H 4.809 1.171 4.317
H 3.608 1.158 3.026
H 5.302 0.826 2.653
O -7.194 2.749 4.966
C -6.168 3.071 4.436
O -5.236 2.114 4.216
C -4.056 2.356 3.443
C -2.959 3.008 4.254
C -5.868 4.507 4.071
H -4.296 2.934 2.549
H -3.746 1.369 3.115
H -3.263 3.988 4.613
H -2.062 3.135 3.650
H -2.724 2.386 5.120
H -5.511 5.016 4.965
H -6.800 4.971 3.760
H -5.129 4.637 3.285
O 4.145 -1.602 -2.486
C 3.845 -2.511 -3.215
O 4.765 -3.022 -4.039
C 4.529 -4.191 -4.840
C 3.814 -3.867 -6.133
C 2.422 -3.027 -3.242
H 4.006 -4.950 -4.256
H 5.525 -4.578 -5.043
H 2.818 -3.457 -5.957
H 3.710 -4.767 -6.738
H 4.381 -3.130 -6.700
H 1.829 -2.368 -3.878
H 2.061 -2.954 -2.218
H 2.297 -4.050 -3.586
O -2.391 5.813 3.270
C -1.419 6.213 2.694
O -0.427 5.329 2.427
C 0.715 5.675 1.634
C 1.796 6.360 2.444
C -1.248 7.668 2.328
H 0.415 6.265 0.768
H 1.078 4.720 1.256
H 1.452 7.311 2.849
H 2.669 6.551 1.820
H 2.094 5.730 3.282
H -0.891 8.199 3.211
H -2.226 8.061 2.064
H -0.564 7.857 1.507